[1]
The following is a DFT calculation (ωB97M-V/def2-TZVPD) of a 2-piece molecular cluster, C4H12NO3 overall.

## Properties
E_HOMO, eV: -3.9
Lowest unoccupied orbital energy, eV: 4.0
DFT total energy, Eh: -440.096254

```
! wB97M-V def2-TZVPD RIJCOSX def2/J DEFGRID3
* xyz -1 1
O -0.10687 0.84026 2.84669
O -1.48898 1.16237 0.46909
O -0.84605 -1.20963 -0.45011
N 0.20276 1.04589 -1.37874
C -0.51404 1.79543 -0.30319
C 1.06398 -2.47967 -0.66441
C 0.50606 -1.16014 -0.13094
C 1.18763 0.06093 -0.87354
H -0.66038 1.01986 2.03680
H 0.76642 -1.10881 0.92822
H 1.87149 0.67775 -0.30427
H 1.51818 -0.44016 -1.79418
H 0.83035 -2.57026 -1.72810
H -1.25756 -0.32908 -0.02479
H -0.45536 0.01376 3.18719
H -0.47050 0.58605 -1.97312
H -0.98639 2.65223 -0.81755
H 2.14517 -2.63116 -0.50338
H 0.53372 -3.34445 -0.24028
H 0.20850 2.23700 0.40738
*
```

---

[2]
The following is a DFT calculation (ωB97M-V/def2-TZVPD) of a 2-piece molecular cluster, C4H12NO3 overall.

## Properties
E_HOMO, eV: -3.1
Lowest unoccupied orbital energy, eV: 3.3
DFT total energy, Eh: -440.013284

```
! wB97M-V def2-TZVPD RIJCOSX def2/J DEFGRID3
* xyz -1 1
O 1.67867 -2.05504 1.09707
O -2.13818 3.11130 -0.14092
O 3.37046 -2.72733 -0.73736
N 0.70671 -0.18853 -0.23319
C -1.57168 0.71667 0.12391
C 0.74666 -1.05576 1.04263
C -1.12013 2.27139 0.11439
C -0.66366 -0.10464 -0.87379
H -0.36835 2.33829 -0.67354
H -0.66161 0.40025 -1.94173
H 4.18249 -3.00959 -0.14815
H -2.59953 0.72498 -0.16951
H -2.90226 2.51495 -0.51951
H -1.66597 0.21412 1.03372
H -1.19665 -1.06432 -1.01883
H 1.20534 -0.69898 -0.94323
H -0.23594 -1.27420 1.26795
H 2.72459 -2.49545 0.00664
H 1.27787 -0.16799 1.57385
H -0.76882 2.54987 1.13958
*
```